Computed, not measured: 3 unconnected molecules or ions with the total composition C2H13N2O2 at a distorted geometry, with ωB97M-V/def2-TZVPD.

The geometry in ORCA input format:
```
! RIJCOSX wB97M-V def2-TZVPD def2/J DEFGRID3
* xyz 1 1
C -0.877 0.914 -0.397
N -0.378 0.564 -1.748
C 0.030 0.251 0.666
N 0.533 -1.024 0.067
H -1.909 0.559 -0.312
H -0.922 1.999 -0.314
H -1.161 0.558 -2.388
H 0.238 1.281 -2.113
H -0.557 -0.047 1.531
H 0.812 0.986 0.833
H 1.464 -1.249 0.420
H -0.066 -1.787 0.362
H 0.588 -0.847 -0.960
H -2.406 -1.625 2.137
H -2.941 -2.265 0.915
O -2.422 -1.492 1.178
H 3.255 0.726 -0.666
H 3.630 1.631 0.513
O 3.087 0.868 0.272
*
```

Calculated values
Relative energy (zero: lowest compared OMol25 entry of this formula, charge and spin) (kcal/mol): 11.1
Total energy (eV): -9354.154
Gap between HOMO and LUMO (eV): 11.3774
Maximum force (eV Å⁻¹): 1.6
HOMO (eV): -14.32

Atom charges from the natural (NBO) analysis, given in e for atoms 1 to 4:
1. C -0.250
2. N -0.870
3. C -0.249
4. N -0.700